Entry 1:
Entry from the OMol25 dataset: a cluster of 7 separate species, C36H96BF4N6O12 in total in a non-equilibrium geometry (the ωB97M-V functional and the def2-TZVPD basis).

ORCA input file:
```
! RIJCOSX wB97M-V def2-TZVPD def2/J DEFGRID3
* xyz 4 2
F -0.56 -1.76 -0.01
H 2.85 4.46 6.10
H 0.09 -5.61 -0.86
C -9.12 -1.84 -4.27
H -9.57 -2.65 -6.89
C -8.19 -0.68 -3.86
C 2.38 3.53 5.79
H -4.09 -0.89 -9.61
O 3.20 2.38 5.80
H -7.74 -0.16 -4.71
H -2.48 -0.70 -10.45
N -2.59 1.16 6.33
O -1.85 0.17 3.87
C -0.17 -1.46 -5.16
H 7.09 6.91 2.85
C 5.33 7.70 4.58
H 4.31 -3.35 -1.67
H -1.34 -7.96 -0.64
C -8.56 -2.46 -6.53
H -3.46 1.53 6.68
H 0.72 -1.38 -4.53
C -1.25 -7.75 -1.70
H -0.62 0.73 -4.04
H 6.64 4.63 1.31
H -4.96 -0.50 -3.40
C 4.42 -2.36 4.49
H 3.74 2.29 7.79
H -0.36 2.50 -5.78
H 5.86 6.07 0.74
C 6.24 6.25 2.98
H -7.90 -3.15 -7.05
H 2.73 -3.45 -6.46
H -0.40 1.71 6.45
H -2.37 1.51 5.40
H -8.67 -0.02 -3.14
H -1.25 0.91 7.90
O -0.53 -0.30 -5.84
H -2.54 2.77 -9.65
H -0.51 -0.79 5.16
H -1.69 -1.24 2.27
C 3.49 -2.90 -3.38
H -1.66 1.53 -10.48
H 2.79 -0.36 5.73
H -2.34 5.47 7.97
C 4.35 3.89 2.63
H -5.97 0.61 -2.40
H 2.11 3.40 2.49
C -1.72 5.29 7.09
H 4.47 4.67 0.63
H 2.58 -5.04 -0.78
C -1.44 3.07 7.68
H 3.76 -2.91 2.10
H 5.29 -2.02 3.93
H -1.60 0.59 1.88
H 4.28 0.03 7.87
H 2.26 0.81 0.05
H 0.23 -2.09 -5.96
H -3.19 -2.04 -3.34
H -2.19 5.97 6.37
C -1.20 1.75 -8.29
H -2.46 -0.72 -8.70
H -8.32 -1.42 -6.79
H 3.51 -1.96 -5.94
H 3.29 0.59 1.45
C -1.32 2.03 -5.58
H 4.07 0.28 4.88
H 4.64 -3.42 4.59
H 4.37 -3.47 -5.79
C 0.24 -5.91 -1.90
H -2.13 3.07 8.52
C -2.14 1.76 -9.53
C -1.58 -0.75 4.96
H -1.99 -7.03 -2.06
O 0.07 -7.32 -2.20
H 3.72 -2.04 6.53
C 2.50 1.22 1.03
C 3.24 1.67 7.04
C 4.41 -1.57 5.83
B 0.28 -1.87 -1.01
H -0.99 -1.99 -4.68
H -7.44 -1.50 -2.07
F 1.53 -2.24 -0.45
C 5.97 5.43 1.62
H -4.19 -0.40 -0.99
H 1.50 3.50 6.43
N 3.79 -0.21 5.72
C 3.11 3.01 2.31
H 4.38 -4.83 -2.57
C -3.08 -0.48 -9.56
C 4.22 0.58 6.93
O -4.50 -2.29 -1.66
H -2.18 -0.85 6.99
C -1.45 -0.23 2.59
C -3.16 -2.28 -2.27
H -3.59 -0.67 5.88
H -0.43 3.19 8.07
H -1.95 2.62 -4.92
H 4.82 8.66 4.52
H 4.91 7.17 5.43
C 3.39 -3.02 -5.70
H -5.64 -1.01 -0.54
H 2.16 -2.16 2.00
O -3.32 0.94 -9.44
C 2.85 -2.70 2.66
O 2.68 -3.30 -4.50
C 1.59 -5.54 -2.55
O 5.12 7.03 3.33
H 4.22 4.30 3.64
O 3.18 -2.03 3.81
H -2.67 -3.22 -2.07
H 1.50 -5.06 -3.52
H -6.71 -2.23 -3.27
H 1.98 3.66 4.79
H 2.26 -6.39 -2.46
H -1.76 -1.79 4.67
C -1.28 1.64 7.09
O -1.70 3.95 6.67
H -2.54 -1.56 -1.75
H -2.44 2.91 -7.12
H -2.78 1.38 -6.86
H 3.88 5.71 1.64
H -9.44 -2.39 -3.39
C -2.56 -0.38 6.08
H 6.38 7.90 4.77
H 5.19 1.06 6.75
H 4.46 -2.42 -3.55
H -0.71 5.60 7.38
C -4.99 -1.00 -1.41
F 0.26 -0.61 -1.60
H 2.92 -2.07 -2.96
H 3.17 2.25 3.09
C -5.73 -0.43 -2.63
H 6.50 5.66 3.86
H -0.37 -0.28 2.69
H 1.87 -3.71 -1.40
H 5.44 -1.36 6.10
H 2.45 -3.68 2.92
C 3.72 -4.01 -2.30
O 3.01 2.51 1.01
H 5.15 3.16 2.67
N 4.53 4.94 1.60
H -0.43 2.52 -8.33
H 1.66 1.06 1.70
H -1.63 -8.62 -2.23
H 2.22 1.52 7.39
C -1.14 0.63 -5.00
O -8.46 -2.74 -5.11
H -10.05 -1.42 -4.63
N -2.00 2.01 -6.98
H -0.80 0.76 -8.05
H -0.54 -5.32 -2.38
N 2.39 -4.54 -1.64
N -7.01 -1.31 -2.97
H -2.07 0.14 -4.73
F -0.16 -2.77 -1.93
*
```

Output
energy	-3083.4716	hartree
HOMO-LUMO gap (spin up / spin down)	2.190 / 9.153	eV
<S²>	0.751
molar mass	892.00	g/mol

=====

Entry 2:
Entry from the OMol25 dataset: a cluster of 2 separate species, C10H16O in total in a non-equilibrium geometry (the ωB97M-V functional and the def2-TZVPD basis).

ORCA input file:
```
! RIJCOSX wB97M-V def2-TZVPD def2/J DEFGRID3
* xyz 1 2
C -0.86 0.04 2.37
C 1.17 1.17 -0.67
C 1.19 -1.24 -0.82
H -0.57 -0.79 1.71
C 1.99 -2.50 -0.75
C -1.64 -0.38 3.61
C 1.81 -0.02 -0.46
H 2.82 0.02 -0.07
H -1.59 -0.05 -2.27
H 2.25 -2.66 0.31
H 2.95 -2.38 -1.25
C -0.05 1.10 -1.42
O -0.58 2.19 -1.89
H 1.58 2.11 -0.34
C -0.77 -0.11 -1.60
H -0.95 1.91 1.27
C -0.11 -1.29 -1.39
H -0.20 3.04 -1.64
H -2.37 1.55 2.02
H 0.17 0.36 2.59
H -0.58 -2.24 -1.61
C -1.57 1.05 1.47
H -1.31 0.23 4.45
H -1.96 0.53 0.60
H -2.69 -0.12 3.48
H -1.60 -1.43 3.85
H 1.45 -3.37 -1.07
*
```

Output
energy	-465.5585	hartree
energy relative to the best compared isomer or geometry (same formula, charge and spin)	66.2	kJ/mol
HOMO-LUMO gap (spin up / spin down)	10.034 / 6.804	eV
<S²>	0.767
molar mass	152.24	g/mol

=====

Entry 3:
Entry from the OMol25 dataset: an isolated molecule of C4H9BOS in a non-equilibrium geometry (the ωB97M-V functional and the def2-TZVPD basis).

ORCA input file:
```
! RIJCOSX wB97M-V def2-TZVPD def2/J DEFGRID3
* xyz 0 1
C 1.33 -1.07 0.84
S 1.73 0.61 0.05
H 0.23 3.51 -1.15
C 0.43 -1.73 -0.20
H 0.39 -2.85 -0.20
H -1.05 2.47 -1.40
H -1.74 -1.20 -0.78
O -1.14 -0.16 0.85
C -1.11 -1.33 0.16
C -0.43 2.76 -0.64
B 0.29 1.54 -0.02
H 2.30 -1.47 0.93
H -1.53 -2.20 0.85
H 0.92 -0.79 1.92
H 0.50 -1.26 -1.23
H -1.11 3.17 0.01
*
```

Output
energy	-655.9726	hartree
energy relative to the best compared isomer or geometry (same formula, charge and spin)	435.6	kJ/mol
HOMO-LUMO gap (spin up / spin down)	8.110 / 8.111	eV
molar mass	115.99	g/mol

=====

Entry 4:
Entry from the OMol25 dataset: a cluster of 3 separate species, C17H49BrN8O5P3S in total in a non-equilibrium geometry (the ωB97M-V functional and the def2-TZVPD basis).

ORCA input file:
```
! RIJCOSX wB97M-V def2-TZVPD def2/J DEFGRID3
* xyz 1 1
C -4.58 -5.15 1.77
H 3.76 4.52 0.32
H -2.43 -1.85 -3.60
H 1.38 -2.85 1.08
O -1.93 -1.20 1.63
C 1.85 -5.48 2.80
N -2.76 0.23 -3.31
H 0.54 -7.22 2.10
C -3.71 3.39 -3.72
H 3.05 2.49 -2.49
C -2.99 -1.17 -2.95
P -2.70 1.39 -1.97
H -0.65 -5.05 3.80
H -5.46 0.17 0.09
P 3.98 1.51 0.89
H -5.89 2.14 -2.12
O -2.66 2.41 -0.80
H -0.94 3.60 -2.38
H 0.80 -1.39 0.47
H 1.63 -4.61 3.58
H -0.65 2.55 -3.79
C 3.54 1.14 3.50
H -1.61 -0.36 2.09
H 3.03 -5.54 1.01
H 7.40 2.65 0.32
H -4.05 -1.43 -3.01
H 6.14 3.49 -0.62
C -4.62 0.85 -0.13
H 4.59 0.94 3.75
C 0.53 -6.03 2.01
H -2.71 -0.46 -5.31
C -3.52 -3.96 2.21
H -3.76 4.40 -3.31
H 2.25 -6.39 3.47
H -3.55 3.47 -4.81
H -2.64 -1.37 -1.93
H 3.34 0.92 -1.77
H -3.77 0.49 0.46
C -1.36 3.25 -3.33
P -0.71 -2.41 1.91
H 2.10 4.01 -0.10
H -3.85 -2.99 1.60
H 3.06 1.51 4.41
H -3.95 0.75 -4.99
H 3.28 4.42 -1.34
H -1.54 -6.54 2.91
N 5.44 2.51 1.12
O 0.46 -5.68 0.59
S -1.74 -4.31 1.62
C -5.51 1.13 -2.30
N -4.29 0.87 -1.56
H 6.27 1.72 -0.65
H 6.79 3.79 2.13
N 3.59 2.54 -0.43
H 1.84 1.80 -1.38
H -1.41 4.12 -4.00
H 1.59 2.87 2.98
Br -5.98 -4.84 0.37
H 3.06 0.18 3.24
C 2.92 1.91 -1.57
H 5.56 3.13 3.15
C 2.60 3.20 2.72
H 5.16 4.43 1.99
N 0.55 -2.39 0.64
H -5.39 0.96 -3.37
O -4.53 -6.36 2.36
N -2.65 2.60 -3.14
N 3.46 2.08 2.39
N 3.00 -5.04 1.92
H 2.51 3.94 1.95
H -2.23 1.19 -5.13
C -0.90 -5.56 2.75
C 5.73 3.51 2.14
C 6.35 2.60 -0.01
H -6.30 0.43 -1.99
H 0.89 -6.47 0.11
C 3.16 3.92 -0.36
O 2.71 0.65 0.68
H 3.02 3.74 3.58
H -3.55 -3.69 3.36
H 3.08 -4.01 1.82
H -4.70 2.96 -3.63
H -4.89 1.85 0.23
C -2.93 0.45 -4.73
*
```

Output
energy	-5487.0126	hartree
energy relative to the best compared isomer or geometry (same formula, charge and spin)	711.3	kJ/mol
HOMO-LUMO gap	5.461	eV
molar mass	650.52	g/mol

=====

Entry 5:
Entry from the OMol25 dataset: a structure of composition C21H19HgIN7O2S2 (the ωB97M-V functional and the def2-TZVPD basis).

ORCA input file:
```
! RIJCOSX wB97M-V def2-TZVPD def2/J DEFGRID3
* xyz -2 2
H -1.72 -2.90 2.77
H -2.30 -2.64 -0.21
H 4.50 -0.16 2.08
N -1.29 1.03 1.66
C 0.48 4.19 -4.10
C 3.99 -3.53 -1.99
H -3.28 -2.52 2.02
C -1.91 -4.55 0.66
C -0.23 -2.72 0.35
H -1.37 -4.98 1.51
H 1.41 2.37 -3.42
H 0.14 -3.22 -0.54
H 0.97 2.25 5.03
C -1.70 -3.04 0.61
C 0.54 3.01 -3.37
C -2.20 -2.41 1.91
H -4.04 1.78 0.23
N 3.55 -0.47 2.03
N -3.28 1.15 0.43
C 3.41 -2.50 -1.24
H 1.31 4.45 -4.75
C 4.87 -4.42 -1.33
O -1.57 0.71 -1.63
H -1.40 2.63 4.60
C 2.61 0.28 2.67
Hg 0.23 -0.68 0.03
H -2.73 0.87 -0.40
C -2.51 1.46 1.50
H -2.47 3.19 -1.84
H -2.97 -4.81 0.76
N 1.38 0.39 2.27
S 2.96 1.08 4.17
C -1.64 3.47 -2.48
C -0.53 2.64 -2.56
H 3.27 -0.81 1.10
C -1.60 2.18 3.65
H -1.53 -5.03 -0.25
N 3.48 -3.89 -4.48
O 0.60 0.99 -1.27
N 5.59 -5.15 -0.79
I -0.89 7.08 -5.64
H -1.96 -1.35 1.96
S -3.12 2.38 2.85
C -0.77 1.45 2.86
C -0.52 1.36 -1.78
C -0.61 5.05 -4.00
C 0.65 1.15 3.16
H -2.54 5.32 -3.10
C -1.67 4.67 -3.19
N 2.98 -1.65 -0.59
H 0.38 -3.07 1.19
C 1.33 1.61 4.24
C 3.70 -3.71 -3.36
*
```

Output
energy	-2592.9907	hartree
HOMO-LUMO gap (spin up / spin down)	3.956 / 6.020	eV
<S²>	0.759
molar mass	793.06	g/mol

=====

Entry 6:
Entry from the OMol25 dataset: an isolated molecule of C6H14NO2P in a non-equilibrium geometry (the ωB97M-V functional and the def2-TZVPD basis).

ORCA input file:
```
! RIJCOSX wB97M-V def2-TZVPD def2/J DEFGRID3
* xyz 0 3
H 0.77 -0.76 3.73
H 1.40 -0.46 -2.44
H 1.43 -1.64 -0.09
H 0.44 3.45 1.75
O 1.68 0.38 1.11
N -0.67 0.13 -0.02
C 0.24 -0.95 2.86
H 1.48 0.71 -1.06
P 0.24 0.26 1.43
O -0.40 1.46 2.21
H -2.14 -1.26 -1.74
H 0.85 -2.50 -1.49
H 0.47 1.05 -2.54
C -1.22 -0.86 -2.17
H -0.92 -1.59 -2.77
H -0.40 -1.74 2.93
C -0.58 2.80 1.71
C 0.91 0.28 -1.91
C 0.53 -1.88 -0.67
H -0.07 -2.34 -0.02
C -0.17 -0.55 -1.10
H -1.56 0.11 -2.60
H -0.99 2.65 0.63
H -1.34 3.24 2.27
*
```

Output
energy	-783.4711	hartree
energy relative to the best compared isomer or geometry (same formula, charge and spin)	0.0	kJ/mol
HOMO-LUMO gap (spin up / spin down)	10.018 / 7.539	eV
<S²>	2.008
molar mass	163.16	g/mol